# CH4N6

A single CH4N6 molecule (the ωB97M-V functional and the def2-TZVPD basis, OMol25).

SMILES: Nc1nnnn1N
Kohn-Sham gap, eV: 9.8
Maximum force, eV Å⁻¹: 4.797
Molecular weight, g/mol: 100.09
E_tot, eV: -10039.261

```
11
Properties=species:S:1:pos:R:3:forces:R:3
N -0.4581 1.9160 -0.7860 -0.7 -2.6 -4.0
C 0.0140 0.8249 -0.1218 0.8 -2.3 3.8
N 0.4981 0.8389 1.1495 0.9 1.0 -2.0
N 0.8469 -0.3966 1.4968 -2.1 -1.7 0.6
N 0.3454 -1.3008 0.6674 2.8 2.9 1.0
N 0.0116 -0.5561 -0.3866 -3.2 -0.6 -3.4
N -0.8712 -1.3164 -1.3430 -1.1 1.7 2.7
H -0.5009 1.6701 -1.8284 -0.3 0.9 2.1
H -0.2224 2.8718 -0.6277 0.7 0.0 0.7
H -0.3552 -2.0815 -1.7572 0.4 0.0 0.4
H -1.6139 -1.7054 -0.6434 1.8 0.6 -2.0
```
Positions in Å, forces in eV/Å.

Here are the Mulliken charges for atoms 1 to 5, given in e: number 1, N, carries -0.424; number 2, C, carries 0.407; number 3, N, carries -0.352; number 4, N, carries -0.307; number 5, N, carries -0.308



# CH4N6

A single CH4N6 molecule (the ωB97M-V functional and the def2-TZVPD basis, OMol25).

SMILES: NN=c1[nH]nn[nH]1
Kohn-Sham gap, eV: 9.4
Maximum force, eV Å⁻¹: 6.378
Molecular weight, g/mol: 100.09
E_tot, eV: -10037.396

```
11
Properties=species:S:1:pos:R:3:forces:R:3
N -2.0416 -0.4738 0.2914 -1.4 4.4 -0.2
N -1.0386 0.8184 -0.1928 1.0 -2.3 1.5
C 0.2182 0.3438 -0.1127 -4.3 1.9 0.6
N 0.6617 -0.8596 -0.1794 2.8 -5.2 0.8
N 2.0681 -1.0079 0.1190 -1.8 4.1 -1.1
N 2.4175 0.2353 0.1700 2.8 -3.2 0.8
N 1.3965 1.0354 0.2152 -1.9 4.9 -3.6
H -2.6512 -0.4328 -0.5836 0.7 -0.3 1.6
H -2.7484 0.1108 1.0805 2.8 -2.0 -3.0
H 0.2570 -1.7484 -0.3911 -1.0 0.2 0.1
H 1.4608 1.9788 -0.4165 0.3 -2.6 2.6
```
Positions in Å, forces in eV/Å.

Here are the Mulliken charges for atoms 1 to 5, given in e: number 1, N, carries -0.615; number 2, N, carries -0.554; number 3, C, carries 0.415; number 4, N, carries 0.069; number 5, N, carries -0.257



# CH4NO2

A gas-phase ion, CH4NO2 (charge +1) (the ωB97M-V functional and the def2-TZVPD basis, OMol25).

SMILES: [NH3+]C1OO1
Kohn-Sham gap, eV: 11.9
Maximum force, eV Å⁻¹: 4.466
Molecular weight, g/mol: 62.05
E_tot, eV: -6675.016
Total charge: +1

```
8
Properties=species:S:1:pos:R:3:forces:R:3
N 0.7885 -0.0218 -0.3103 1.1 0.4 -0.3
C -0.5606 -0.0026 0.3881 2.1 0.2 3.9
O -1.5525 0.6654 -0.1173 -1.5 2.8 -1.8
O -1.5484 -0.7712 -0.1094 0.3 -1.9 -0.1
H 0.5823 0.3436 -1.3240 1.0 -1.1 1.9
H 1.1655 -1.0568 -0.2436 -0.7 2.4 -0.6
H 1.5289 0.6575 0.2132 -2.1 -1.9 -1.6
H -0.4036 0.1859 1.5034 -0.1 -1.0 -1.4
```
Positions in Å, forces in eV/Å.

Here are the Mulliken charges for atoms 1 to 5, given in e: number 1, N, carries -0.447; number 2, C, carries 0.226; number 3, O, carries -0.200; number 4, O, carries -0.188; number 5, H, carries 0.409